Computed, not measured: a 2-piece molecular cluster, CHFN2O overall at a distorted geometry, with wB97M-V/def2-TZVPD.

Total charge   0
E   -323.117073 a.u.
Orbital gap   0.3364 Ha
E_LUMO   -0.6 eV

```
6
Properties=species:S:1:pos:R:3:forces:R:3
C 1.6205 0.8510 -0.2518 0.28 0.46 1.11
N -1.3865 -0.2084 -1.1769 1.35 0.77 -1.84
N -1.6423 -0.6142 -0.1860 -1.50 -0.15 0.19
O -2.1318 -1.0215 0.7943 0.11 -0.65 1.64
F 1.7194 -0.4321 0.0314 0.01 0.82 0.25
H 1.8207 1.4252 0.7890 -0.25 -1.26 -1.34
```
Positions in Å, forces in eV/Å.